[1]
17
Properties=species:S:1:pos:R:3:forces:R:3 method="wB97M-V/def2-TZVPD" e_tot_ha=-400.98997 e_above_lowest_kcal_mol=117.2 fmax_ev_per_a=1.39 smiles="C=C=NO.C=COC"
C -1.94994 -0.72464 -1.38854 0.3973 0.0850 -0.4811
C -2.83830 -0.76472 -0.44813 -0.5179 0.4751 0.3167
N -3.59171 -1.01958 0.47526 -0.4062 -0.9622 0.9239
O -4.50817 -0.10239 0.99043 0.2692 0.4329 -0.4955
H -0.94246 -0.40950 -1.17884 0.1440 0.0962 0.1274
H -2.19178 -1.00118 -2.39911 -0.1766 -0.0445 -0.1717
H -4.94789 -0.58715 1.70296 0.2779 -0.0916 -0.2564
C 0.38134 0.09233 1.07255 0.0825 0.0933 -0.0295
C 1.58976 0.06500 0.53474 0.0791 0.0223 -0.0437
O 2.14036 1.15115 -0.07149 -0.4506 -0.0387 0.1735
C 3.46656 0.99937 -0.51359 0.3475 -0.0733 -0.0811
H -0.21203 0.98840 1.06412 -0.1162 0.2530 -0.0199
H -0.03950 -0.78313 1.52819 0.0094 -0.2490 0.0782
H 2.19970 -0.83358 0.54004 0.0737 -0.0009 -0.0315
H 3.56111 0.16813 -1.22135 -0.0135 0.0608 0.0267
H 4.15048 0.83222 0.32592 -0.0380 0.0236 -0.0511
H 3.73247 1.92927 -1.01316 0.0385 -0.0819 0.0152

=====

[2]
17
Properties=species:S:1:pos:R:3:forces:R:3 method="wB97M-V/def2-TZVPD" e_tot_ha=-401.05732 e_above_lowest_kcal_mol=74.9 fmax_ev_per_a=3.95
H 0.10978 -0.55483 -1.92157 0.1556 3.4331 0.9706
N -0.03799 0.48676 -1.45962 -0.8990 -2.3041 -2.2797
C 0.36052 0.52305 -0.29264 2.1323 -2.5614 2.1156
C 1.48122 -0.53301 0.39583 -0.8198 3.2402 -0.4711
C -0.14718 1.52749 0.72239 -0.0425 0.1402 -0.2203
C -1.54062 2.01699 0.45443 0.0697 0.2548 0.1252
O 0.50469 1.82369 1.69284 0.0004 0.0237 0.0627
H 2.11542 -1.04082 -0.32581 -0.5158 -0.4275 0.0343
H 1.15923 -1.03673 1.30598 -0.1142 -0.3923 -0.3318
H 2.11155 0.27301 0.78522 0.2457 -0.1655 0.2317
H -1.82207 2.76169 1.19523 0.0102 0.0097 -0.0358
H -1.58486 2.41788 -0.55754 -0.0522 0.0045 -0.0161
H -2.23500 1.17719 0.49095 -0.0016 -0.0418 -0.0229
C -0.09125 -2.42978 -0.58399 -0.6256 -0.3959 -2.1193
O 0.10785 -2.10737 -1.75610 -0.0439 -1.2755 1.8588
H 0.54042 -3.15785 -0.06317 0.2549 0.1788 -0.0103
H -1.03172 -2.14735 -0.08245 0.2459 0.2792 0.1085

=====

[3]
17
Properties=species:S:1:pos:R:3:forces:R:3 method="wB97M-V/def2-TZVPD" e_tot_ha=-400.94961 e_above_lowest_kcal_mol=142.5 fmax_ev_per_a=5.77
C -2.18989 -1.05416 -0.19357 4.0455 -2.2808 0.3823
C -1.27218 0.07814 0.26713 -1.4299 1.6172 2.2736
C 0.15506 -0.24245 -0.03621 0.7372 0.4774 2.3743
C 2.34933 0.68665 -0.15606 -0.9846 0.6023 -0.0961
C 2.97714 -0.49432 0.06322 3.9051 -0.3132 -0.9673
H -2.34714 -1.31808 -1.21453 1.5887 0.2816 -1.6253
H -1.77085 -2.03015 0.27945 -1.1885 1.6865 -0.5108
H -3.16684 -0.90211 -0.09936 -4.1682 0.8961 2.2573
H -1.43169 0.22102 1.45066 0.9600 -1.3487 -2.1886
H -0.58032 2.00630 -0.35640 -2.9152 -1.7341 0.8357
H -2.28562 2.24963 0.53900 3.3416 -3.8130 -2.7493
H 2.62293 1.84119 -0.56851 0.0729 -3.9870 1.0396
H 4.11281 -0.34074 -0.46737 -2.9055 -0.9056 2.0113
H 2.72340 -1.62413 0.63821 0.6635 4.2390 -2.1505
N -1.51816 1.43472 -0.18793 -1.2823 5.3795 0.4049
O 0.64830 -1.30797 -0.06123 -0.7215 -3.3567 -1.0493
O 0.97373 0.79645 0.10351 0.2811 2.5593 -0.2417

=====

[4]
17
Properties=species:S:1:pos:R:3:forces:R:3 method="wB97M-V/def2-TZVPD" e_tot_ha=-401.02155 e_above_lowest_kcal_mol=97.4 fmax_ev_per_a=3.88
C -1.16169 -0.49899 0.36134 2.7413 -1.7847 -0.0091
C -1.38416 0.96312 0.09379 0.6791 1.7078 -0.6040
C 0.96554 0.63948 0.28931 -1.7999 -1.0454 -0.8387
C 2.17828 -0.22731 -0.13141 1.9531 0.1335 -0.6088
C 0.33134 -0.63105 -0.22800 -3.5016 0.5210 0.5202
H -2.02222 -2.22287 0.16733 -0.2500 1.9900 -1.2541
H -1.15619 -0.77844 1.42278 0.1567 0.4230 0.0132
H -1.94663 1.02362 -0.83961 -0.2440 0.1672 0.1708
H -1.92934 1.46795 0.91365 0.3007 -0.2252 -0.5434
H 0.07428 1.98227 -1.07003 0.2127 0.2845 -2.0894
H 0.93250 0.47546 1.38281 -0.0434 0.7985 -0.3337
H 2.49478 -0.18321 -1.20184 -0.4936 0.1108 0.5922
H 3.06803 -0.25302 0.47723 0.3592 0.3886 0.3107
H 0.24021 -0.71090 -1.33251 -0.1812 0.4954 0.2942
N -0.02869 1.71104 -0.14579 0.2191 -1.7971 3.4284
O -2.07978 -1.32177 -0.29721 -0.6284 -2.1229 0.7792
O 1.42376 -1.43536 0.13818 0.5201 -0.0450 0.1724

=====

[5]
17
Properties=species:S:1:pos:R:3:forces:R:3 method="wB97M-V/def2-TZVPD" e_tot_ha=-400.81600 e_above_lowest_kcal_mol=226.4 fmax_ev_per_a=6.08
C 0.56787 1.61778 -0.10055 0.2862 0.5731 -2.4895
C 0.25212 0.10237 -0.14116 1.1320 1.0843 1.4121
C 1.49465 -0.61774 -0.79424 -1.3011 -1.9131 5.6275
C 2.09908 -1.29181 0.26391 3.1949 0.5957 -1.0291
C -1.17090 -0.22543 -0.64381 -2.4964 -1.4890 1.1746
H 1.40288 1.73133 -1.18044 -2.9829 0.8489 3.0543
H 1.24413 1.75152 0.92116 -2.0860 0.1837 -3.0780
H -0.68311 2.04073 -0.11269 4.3675 0.0625 0.0021
H -1.11342 0.25665 1.50452 3.9280 -1.5530 -1.0111
H 1.61075 -0.54766 -1.84567 0.6033 -0.0959 -0.6158
H 1.66177 -1.10376 1.34103 1.0314 -0.8408 -2.5529
H 3.28284 -1.76257 0.23461 -3.7349 1.1304 -0.2888
H -1.66208 -0.50255 -1.74538 1.8368 1.0303 2.9185
H -3.89967 -0.54668 0.72724 1.3059 -0.1031 -2.1519
N -2.02241 -0.33496 0.37899 1.3607 0.7850 -3.8466
O 0.26819 -0.01534 1.31966 -5.6096 -0.4463 -0.0794
O -3.33267 -0.55188 -0.12718 -0.8358 0.1474 2.9540

=====

[6]
17
Properties=species:S:1:pos:R:3:forces:R:3 method="wB97M-V/def2-TZVPD" e_tot_ha=-401.08001 e_above_lowest_kcal_mol=60.7 fmax_ev_per_a=3.39 smiles="N[C@@H](C=O)CCC=O"
N -1.91302 0.46668 -1.43688 -1.6520 0.0004 -2.5470
C -0.79669 0.83336 -0.65005 2.6672 1.0875 -1.6220
C -1.22121 1.49044 0.65394 -1.1971 -0.8358 -1.0873
O -0.71856 2.50617 0.97760 1.3319 1.9039 1.1221
C 0.16854 -0.37259 -0.61570 0.5354 0.7189 -2.8062
C 1.24446 -0.39828 0.39233 -0.1306 1.4932 2.0780
C 1.90981 -1.69925 0.64764 -0.2000 -0.7591 -1.2556
O 1.51610 -2.79487 0.31318 -0.2314 0.6429 0.0931
H -2.50193 -0.22796 -0.95578 0.5028 0.2570 -0.9883
H -1.73160 0.30115 -2.51014 -0.5203 0.1380 3.3428
H -0.19584 1.74024 -1.20115 -1.4783 -2.0837 1.3393
H -2.12319 1.18707 1.21539 -0.0089 -0.8002 -0.1244
H -0.33716 -1.28353 -0.52036 -1.4010 -1.2695 0.3396
H 0.50150 -0.45748 -1.76604 -0.0386 0.2352 2.5580
H 1.91878 0.46847 0.30670 0.3207 -0.5833 -0.0849
H 0.80656 -0.19263 1.44648 0.2907 -0.2057 -1.3018
H 2.84421 -1.61455 1.14781 1.2094 0.0603 0.9447

=====

[7]
18
Properties=species:S:1:pos:R:3:forces:R:3 method="wB97M-V/def2-TZVPD" e_tot_ha=-799.24541 e_above_lowest_kcal_mol=71.2 fmax_ev_per_a=4.70
C -0.78999 -1.22676 -1.65226 1.1142 1.1245 -0.2025
C 0.87830 0.36478 0.65841 1.3045 -1.4931 2.3512
C 1.89131 -0.85709 0.70829 -1.4635 0.3430 -4.4500
C 0.81867 1.35379 -0.49207 0.0788 -2.4302 -0.4595
C -2.20239 -0.27991 0.05442 -0.8887 3.6188 -1.0161
N -1.01245 -0.73556 -0.56681 -0.0837 -2.0111 -1.7002
O -0.30144 -1.49576 -2.69402 -0.6622 -0.3907 0.7573
O -0.97219 1.52195 1.99128 0.5403 0.0908 1.0906
S 0.10943 0.48617 2.12259 -0.1903 0.9847 -2.3058
H 1.66393 -1.38567 -0.39425 0.4910 0.8106 3.0133
H 1.84060 -1.59832 1.51720 -0.3227 0.5965 -0.2422
H 2.89791 -0.50190 0.52653 0.3270 0.1448 0.4051
H 1.77872 1.77530 -0.54970 1.4428 1.1453 0.3456
H 0.06427 2.10670 -0.33449 -0.3063 0.0431 -0.2181
H 0.83312 0.82139 -1.50201 -0.7910 0.5991 1.3208
H -1.91706 0.76098 0.55072 -1.1994 -2.2962 -1.0375
H -3.02615 -0.16560 -0.72549 0.9397 0.0756 1.0664
H -2.55460 -0.94447 0.78165 -0.3305 -0.9555 1.2815

=====

[8]
18
Properties=species:S:1:pos:R:3:forces:R:3 method="wB97M-V/def2-TZVPD" e_tot_ha=-2802.53591 e_above_lowest_kcal_mol=28.1 fmax_ev_per_a=7.20 smiles="C[C@H]1N[C@H](C(=O)O)C[Se]1"
C 2.48813 -0.58053 0.90001 -5.6200 4.1750 -1.6849
C 0.71015 -0.35624 0.71280 3.6803 -0.6697 -0.5434
N 0.41068 0.77101 -0.19210 0.4425 -1.3784 1.1008
C -0.84503 0.47257 -0.76713 -2.7722 0.9165 -0.8498
C -2.02361 0.73607 0.21210 -0.5464 -1.5728 -0.3674
O -3.12545 0.28331 0.03695 0.3206 0.1993 -0.3422
O -1.76624 1.45733 1.28283 1.2463 0.9658 0.5378
C -0.96955 -1.00185 -1.37614 2.3262 3.3739 -0.3079
Se -0.11129 -2.04594 0.01936 -0.2314 0.3805 -0.0772
H 2.58117 0.53070 0.93223 1.1797 -0.9677 0.8784
H 2.86630 -0.91972 -0.00929 0.5736 -0.8981 -1.3448
H 2.58599 -1.19029 1.71626 0.7674 -1.0312 2.0690
H 0.34961 -0.03234 1.66893 -0.2674 -0.6254 0.6845
H 1.06264 0.79979 -0.94511 0.8349 0.1168 -0.4426
H -1.06594 1.30754 -1.49076 0.2759 -1.0693 -0.1082
H -0.81663 1.71708 1.23262 -0.5619 -0.0004 0.0664
H -1.98854 -1.09031 -1.63454 -1.0856 -0.8995 0.0426
H -0.34243 -0.85817 -2.29902 -0.5627 -1.0155 0.6888

=====

[9]
18
Properties=species:S:1:pos:R:3:forces:R:3 method="wB97M-V/def2-TZVPD" e_tot_ha=-476.30958 e_above_lowest_kcal_mol=84.5 fmax_ev_per_a=3.83 smiles="CC1(C)N=C1O.O=CO"
C -2.46327 -0.31551 0.14503 -1.7240 -0.5702 0.2742
C -1.06683 0.10845 -0.13425 0.0111 0.4985 -1.6518
C -0.97876 0.83213 -1.44004 0.5902 2.0299 -0.5987
N 0.25113 -0.66564 0.08400 -0.7113 1.3145 1.7379
C -0.00815 0.41232 0.74350 -0.3864 -2.7276 -0.6633
O 0.32619 1.22003 1.68151 2.4102 1.2048 1.1361
H -3.14096 0.58948 0.03848 0.7588 -1.0828 0.1685
H -2.66292 -0.77410 1.11469 0.3369 0.3080 0.2686
H -2.85066 -1.09950 -0.54982 0.5076 0.7298 0.0147
H 0.02071 1.27236 -1.51384 0.0598 0.1571 0.2261
H -1.64469 1.75898 -1.41374 0.3224 -1.5194 -0.8034
H -0.92160 0.17536 -2.32714 -1.1785 0.2554 0.2803
H 1.32550 1.17926 1.88848 -1.6468 -0.4928 -0.4217
O 2.79477 -0.04246 1.39192 0.2711 -0.3602 -1.1367
C 2.84521 -0.52500 0.26377 -0.6809 -0.0624 3.2961
O 2.65663 -1.78046 -0.01619 1.3681 0.8635 -3.4669
H 3.01075 0.05534 -0.59881 0.3061 0.6568 -1.2796
H 2.50695 -2.40105 0.64245 -0.6143 -1.2029 2.6197

=====

[10]
18
Properties=species:S:1:pos:R:3:forces:R:3 method="wB97M-V/def2-TZVPD" e_tot_ha=-476.17999 e_above_lowest_kcal_mol=165.8 fmax_ev_per_a=4.03
C -0.44326 0.28487 0.21460 -1.7160 3.6058 0.3746
C -2.36083 0.99695 1.78533 1.9303 0.1798 -0.9486
C 1.48015 -0.90070 -1.96151 -2.8486 0.7116 1.4041
C 0.93175 -0.00182 0.63991 -0.9981 -3.8992 -0.1022
C 1.80543 -0.16660 -0.61165 2.6432 0.5133 -1.2825
N -2.78478 -0.00704 1.07372 -2.3536 -0.3742 0.9641
O -1.47629 -0.52532 0.18197 0.4261 -0.7186 -0.2505
O -3.79983 -0.71242 1.02912 1.7001 0.7586 -0.3044
O -1.14747 1.40738 1.54090 0.5038 -0.2301 -0.2633
H -0.28498 1.09576 -0.57911 -1.3261 -0.8149 0.6185
H -2.95459 1.55333 2.55286 0.2031 -1.0173 -1.0145
H 0.68204 -1.64529 -1.93102 0.1662 -0.2819 0.4896
H 2.26568 -1.30943 -2.50715 1.9036 -0.7826 -0.1863
H 1.06906 -0.20158 -2.65360 -0.4312 0.8762 -0.4942
H 1.25530 0.84800 1.16596 0.5569 0.9568 0.8768
H 0.91073 -0.93601 1.29223 0.3301 1.1975 -0.6324
H 2.10823 0.88404 -0.95234 -0.2513 -1.3005 0.6517
H 2.74367 -0.66411 -0.28020 -0.4384 0.6197 0.0994

=====

Repeat the sixth record exactly.
17
Properties=species:S:1:pos:R:3:forces:R:3 method="wB97M-V/def2-TZVPD" e_tot_ha=-401.08001 e_above_lowest_kcal_mol=60.7 fmax_ev_per_a=3.39 smiles="N[C@@H](C=O)CCC=O"
N -1.91302 0.46668 -1.43688 -1.6520 0.0004 -2.5470
C -0.79669 0.83336 -0.65005 2.6672 1.0875 -1.6220
C -1.22121 1.49044 0.65394 -1.1971 -0.8358 -1.0873
O -0.71856 2.50617 0.97760 1.3319 1.9039 1.1221
C 0.16854 -0.37259 -0.61570 0.5354 0.7189 -2.8062
C 1.24446 -0.39828 0.39233 -0.1306 1.4932 2.0780
C 1.90981 -1.69925 0.64764 -0.2000 -0.7591 -1.2556
O 1.51610 -2.79487 0.31318 -0.2314 0.6429 0.0931
H -2.50193 -0.22796 -0.95578 0.5028 0.2570 -0.9883
H -1.73160 0.30115 -2.51014 -0.5203 0.1380 3.3428
H -0.19584 1.74024 -1.20115 -1.4783 -2.0837 1.3393
H -2.12319 1.18707 1.21539 -0.0089 -0.8002 -0.1244
H -0.33716 -1.28353 -0.52036 -1.4010 -1.2695 0.3396
H 0.50150 -0.45748 -1.76604 -0.0386 0.2352 2.5580
H 1.91878 0.46847 0.30670 0.3207 -0.5833 -0.0849
H 0.80656 -0.19263 1.44648 0.2907 -0.2057 -1.3018
H 2.84421 -1.61455 1.14781 1.2094 0.0603 0.9447